Record 1
C18H24B2F4N4O4Pb as an isolated structure in a non-equilibrium geometry, computed with the ωB97M-V functional and the def2-TZVPD basis.

**DFT total energy**: -50662.554 eV
**Lowest unoccupied orbital energy (spin up / spin down)**: -9.56 / -10.26 eV
**Total charge**: +2
**E_HOMO (spin up / spin down)**: -15.63 / -15.32 eV
**Frontier orbital gap (spin up / spin down)**: 6.0780 / 5.0638 eV

Element x y z (Å)
Pb  1.04898  -0.04046  0.86954
C  -0.34489  0.99625  -3.50482
C  -0.20690  0.72574  -2.05977
N  0.87028  0.25684  -1.51596
O  1.99920  0.06726  -2.18839
B  2.95164  1.26384  -2.16041
F  2.19511  2.38588  -2.29405
F  3.92742  1.08624  -3.02823
O  3.53904  1.25994  -0.73642
N  2.71570  1.62106  0.23096
C  2.79043  2.74233  0.86989
C  3.89020  3.70771  0.66267
C  1.68978  3.04074  1.79201
N  0.78466  2.12571  1.91063
O  -0.35669  2.30540  2.56203
B  -1.55743  2.59733  1.65996
F  -1.13721  3.39944  0.64216
F  -2.57216  3.02545  2.38502
O  -1.91504  1.21900  1.06313
N  -1.07386  0.81417  0.11376
C  -1.29889  1.04104  -1.14162
C  -2.55392  1.65077  -1.63347
C  1.60829  4.34222  2.48767
H  0.59789  0.81434  -4.01525
H  -1.11650  0.37044  -3.95114
H  -0.63791  2.03562  -3.65469
H  4.49916  3.41336  -0.19063
H  3.49237  4.70742  0.49734
H  4.52676  3.74775  1.54910
H  -3.29719  1.68297  -0.83748
H  -2.34501  2.68088  -1.93630
H  -2.95271  1.12677  -2.50030
H  2.57624  4.65995  2.86936
H  1.26367  5.10242  1.78284
H  0.88197  4.30120  3.29742
C  1.65577  -5.12322  0.80853
C  0.49954  -4.24514  1.05416
C  0.29654  -3.79518  2.45046
C  -0.31702  -3.93392  -0.02296
C  -1.54630  -3.22819  -0.12197
C  -2.27502  -2.66781  0.95853
C  -3.49736  -2.07179  0.75295
C  -4.04785  -2.00027  -0.52932
C  -3.34300  -2.51729  -1.61820
C  -2.11997  -3.11266  -1.42251
H  2.47669  -4.92026  1.49330
H  2.00630  -5.08976  -0.22013
H  1.35828  -6.16296  0.99824
H  1.13798  -4.07852  3.07924
H  -0.59831  -4.26624  2.86927
H  0.15471  -2.71422  2.52441
H  0.02021  -4.33990  -0.97013
H  -1.91435  -2.75017  1.96788
H  -4.04742  -1.67601  1.59305
H  -5.02428  -1.56294  -0.66744
H  -3.76643  -2.48167  -2.61114
H  -1.59118  -3.53893  -2.26273

Force components x, y, z for each atom (eV/Å):
-0.39 -0.10 0.49
0.34 -0.02 -0.29
0.97 -0.26 -0.26
-0.11 0.42 0.24
0.02 -0.34 0.12
-0.47 0.61 -0.22
-0.30 0.54 0.03
0.49 -0.36 -0.21
0.12 -0.32 0.56
-0.35 0.32 -0.25
0.47 -0.61 -0.77
0.31 0.02 -0.29
-1.25 -0.31 0.90
0.61 -0.35 -1.08
0.35 0.41 0.66
0.59 -0.49 -0.24
0.20 0.45 -0.58
-0.54 0.03 0.53
-0.49 -0.30 -0.34
0.78 0.06 -0.49
-0.78 0.01 1.32
-0.21 0.33 0.06
-0.20 0.35 0.07
-0.07 0.03 -0.02
-0.11 -0.05 0.03
-0.02 0.04 0.01
-0.03 0.04 0.07
-0.06 0.04 0.02
-0.03 0.00 0.06
0.09 -0.01 -0.07
-0.07 0.01 -0.01
0.06 -0.06 -0.04
0.05 -0.05 0.01
0.00 0.07 -0.05
0.06 -0.08 -0.04
0.31 -0.14 -0.15
0.15 0.02 0.38
-0.05 -0.01 0.27
-0.61 0.20 -0.59
0.28 -0.04 0.10
-0.33 0.08 0.22
0.20 -0.04 0.19
0.20 -0.09 0.00
0.17 -0.10 -0.13
-0.14 -0.02 -0.12
0.02 0.03 0.01
-0.01 -0.01 -0.07
-0.09 -0.04 0.07
-0.04 0.02 -0.03
-0.04 0.02 0.01
-0.05 -0.05 -0.02
0.07 0.00 -0.05
0.07 0.03 0.09
-0.02 0.04 0.06
-0.10 0.07 -0.05
-0.05 0.02 -0.04
0.06 -0.04 -0.07

=====

Record 2
A 2-piece molecular cluster, C10H21N2 overall in a non-equilibrium geometry, computed with the ωB97M-V functional and the def2-TZVPD basis.

**DFT total energy**: -13681.013 eV
**Lowest unoccupied orbital energy**: -3.29 eV
**Total charge**: +1
**E_HOMO**: -12.59 eV
**Frontier orbital gap**: 9.3053 eV

Element x y z (Å)
C  -0.20750  0.88978  -1.13022
C  -0.75121  -0.13600  -0.83562
C  3.22888  4.19169  0.31954
C  -3.09714  -1.88189  -1.10198
C  -1.28275  -1.02992  2.10347
C  -1.27739  -4.10859  0.14523
C  0.58640  2.03478  -1.52736
C  2.30656  3.72907  -0.80052
C  1.50011  2.49904  -0.38975
C  -1.98313  -1.72874  -0.11916
N  -2.30582  -1.52540  1.19877
N  -0.88840  -2.74252  -0.27003
H  3.78523  5.07352  0.01359
H  2.65552  4.44083  1.20980
H  3.94094  3.41081  0.57749
H  -3.66090  -0.95352  -1.16692
H  -2.71809  -2.10322  -2.09698
H  -3.78607  -2.67097  -0.79693
H  -0.60953  -1.83616  2.41256
H  -0.70107  -0.23123  1.61746
H  -1.75823  -0.63215  2.99715
H  -1.66002  -4.07436  1.16416
H  -2.05646  -4.48632  -0.51430
H  -0.42144  -4.77743  0.10310
H  -0.09890  2.83926  -1.80832
H  1.18297  1.76959  -2.40464
H  2.90012  3.49314  -1.68698
H  1.62167  4.53754  -1.06538
H  2.18309  1.69050  -0.11543
H  0.89610  2.73804  0.48954
H  -3.19738  -1.06023  1.31542
H  -0.58251  -2.73000  -1.25096
H  -0.09522  -2.41027  0.29431

Force components x, y, z for each atom (eV/Å):
0.54 0.32 -0.43
-2.77 -3.59 1.51
-0.09 0.03 -0.22
-0.10 0.01 -0.08
0.39 0.06 0.21
-0.34 -0.68 0.30
-0.01 0.26 0.19
0.03 -0.15 0.30
0.13 0.33 -0.28
1.69 2.75 -0.50
-0.03 0.12 -0.88
0.27 0.12 0.06
0.10 0.08 0.06
-0.02 0.04 0.12
0.10 -0.05 0.07
0.09 0.03 0.04
0.04 0.03 -0.02
0.04 -0.07 0.07
-0.06 0.09 0.05
-0.12 -0.13 0.03
0.03 -0.11 -0.02
0.05 0.07 -0.09
0.06 0.10 -0.01
0.09 0.15 -0.08
0.14 0.06 -0.10
-0.08 0.08 0.00
-0.05 0.03 -0.07
-0.01 0.00 -0.09
-0.05 -0.02 0.03
0.01 -0.06 0.01
0.05 -0.10 -0.14
0.00 0.22 0.28
-0.13 -0.01 -0.32